(1)
# CH2N2O2S

2 unconnected molecules or ions with the total composition CH2N2O2S at a distorted geometry (wB97M-V/def2-TZVPD, the OMol25 dataset).

Last column: Mulliken charge in e.
Atoms and positions in Å:
N 1.15831 0.66230 -1.80009  -0.33
C 1.10306 1.17850 -0.72122  0.33
S 1.54993 1.67406 0.70660  -0.32
H 0.71322 0.26315 -2.67057  0.32
O -1.43383 -1.93469 -0.00960  -0.30
N -1.51404 -0.92252 0.56048  0.27
O -0.79348 -0.90631 1.73829  -0.36
H -0.78317 -0.01448 2.19610  0.39

The calculation puts the highest occupied orbital energy at -9.68 eV. For the LUMO energy, the calculation gives 0.01412 Eh. Its relative energy (zero: lowest compared OMol25 entry of this formula, charge and spin) is 114.67 kcal/mol. Its SMILES is N=C=S.O=NO.

(2)
# H4O2

2 unconnected molecules or ions with the total composition H4O2 at a distorted geometry (wB97M-V/def2-TZVPD, the OMol25 dataset).

Last column: Mulliken charge in e.
Atoms and positions in Å:
O -0.20318 -1.23994 -1.30093  -0.64
H -0.93101 -1.55299 -1.89713  0.33
H -0.43319 -1.00049 -0.35131  0.31
O 0.61062 1.53692 0.88586  -0.63
H 0.98335 1.48879 1.81945  0.33
H -0.02659 0.76771 0.84406  0.29

The calculation puts the highest occupied orbital energy at -11.59 eV. For the LUMO energy, the calculation gives 0.01820 Eh. Its relative energy (zero: lowest compared OMol25 entry of this formula, charge and spin) is 13.42 kcal/mol. Its SMILES is O.O.

(3)
# C5H12N2O2

A single C5H12N2O2 molecule at a distorted geometry (wB97M-V/def2-TZVPD, the OMol25 dataset).

Last column: Mulliken charge in e.
Atoms and positions in Å:
C -2.19742 -0.18875 1.34368  -1.44
C -1.18562 -0.67733 0.33652  0.52
C -1.16645 0.05855 -0.98210  -0.75
N 0.23893 -0.05834 -1.33842  -0.09
O 0.48417 -1.32232 -1.99470  -0.48
C 1.01200 0.11278 -0.08429  1.19
C 1.37889 1.59027 0.08818  -1.68
N 2.19806 -0.72830 -0.18577  -0.78
O 0.21657 -0.31442 0.97628  -0.52
H -2.04997 0.87403 1.55691  0.32
H -2.07519 -0.71422 2.29539  0.34
H -3.21728 -0.36017 0.98226  0.38
H -1.24269 -1.76006 0.19601  0.31
H -1.82119 -0.38888 -1.73639  0.36
H -1.43064 1.11467 -0.86345  0.30
H 1.41059 -1.49014 -1.70605  0.39
H 1.98097 1.95749 -0.74881  0.36
H 1.93909 1.73630 1.01812  0.42
H 0.47954 2.20932 0.17075  0.32
H 2.04925 -1.44903 0.52098  0.21
H 2.99839 -0.20145 0.15490  0.32

The calculation puts the highest occupied orbital energy at -8.18 eV. For the LUMO energy, the calculation gives 0.03576 Eh. Its relative energy (zero: lowest compared OMol25 entry of this formula, charge and spin) is 68.68 kcal/mol. Its SMILES is C[C@H]1CN(O)[C@](C)(N)O1.

(4)
# C24H33AsF5N2PPbS5Te

A molecular structure, C24H33AsF5N2PPbS5Te (wB97M-V/def2-TZVPD, the OMol25 dataset).

Last column: Mulliken charge in e.
Atoms and positions in Å:
Pb 0.04870 0.91901 -0.43288  1.13
F 4.15240 4.11858 -5.99354  -0.30
C 3.13386 3.62779 -5.28454  0.64
C 3.36774 2.80476 -4.19764  -0.18
F 4.62207 2.53150 -3.82712  -0.31
C 2.30656 2.26860 -3.49217  -0.03
F 2.58418 1.48499 -2.44172  -0.17
C 0.97813 2.51859 -3.83387  0.58
S -0.37159 1.77916 -3.02763  -0.49
C 0.77675 3.39100 -4.90829  0.05
F -0.46537 3.72070 -5.27029  -0.33
C 1.82676 3.93728 -5.62159  0.22
F 1.58522 4.77446 -6.63544  -0.30
S 1.79894 -3.12626 -2.14056  -0.36
As 1.24106 -2.39648 -0.30490  0.51
S -1.15251 -1.46038 -0.73094  -0.44
S 2.09463 -0.48666 0.36561  -0.49
S 1.11130 -3.72185 1.31113  -0.46
C 0.73725 4.44551 0.10052  -1.05
C -0.15016 4.37668 1.34518  -0.60
P -0.19001 2.70902 2.15477  0.22
C -1.45139 3.01399 3.48577  -0.72
C -2.87926 2.86876 2.96165  -1.38
C 1.36757 2.72379 3.16351  -0.44
C 1.47459 3.77552 4.26755  -1.27
H 0.74305 5.46024 -0.29759  0.42
H 0.36256 3.79801 -0.69321  0.10
H 1.76759 4.15817 0.31911  0.26
H -1.18066 4.61544 1.07027  0.42
H 0.18212 5.11219 2.08136  0.36
H -1.31040 4.00939 3.91284  0.44
H -1.25559 2.27244 4.26690  0.48
H -3.11399 3.66347 2.25352  0.38
H -3.60163 2.92922 3.77750  0.38
H -3.00748 1.91565 2.44585  0.23
H 2.19772 2.82429 2.45943  0.40
H 1.44936 1.72244 3.59538  0.35
H 1.30765 4.78101 3.88167  0.27
H 2.47176 3.74555 4.70834  0.41
H 0.75589 3.58754 5.06421  0.28
C -3.47733 -2.13054 4.26006  -0.75
C -3.07273 -1.06284 3.21198  -0.45
N -1.90662 -1.52196 2.47968  0.26
C -2.13041 -2.87174 1.96929  0.18
C -2.16597 -3.86776 3.14533  -0.97
N -2.31406 -3.06035 4.40051  0.06
C -1.05443 -2.28559 4.64949  -0.81
C -0.73881 -1.50626 3.34899  0.58
H -4.33306 -2.71475 3.92475  0.30
H -3.70404 -1.68868 5.22940  0.42
H -2.82807 -0.11650 3.69609  0.02
H -3.89679 -0.88684 2.52027  0.54
H -1.30268 -3.14563 1.31907  -0.46
H -3.05084 -2.87916 1.38423  0.51
H -1.22394 -4.41607 3.19782  0.34
H -2.99282 -4.57330 3.07640  0.30
H -2.47996 -3.68735 5.18334  0.31
H -0.25591 -2.98445 4.89538  0.40
H -1.22891 -1.63078 5.50371  0.31
H 0.08796 -1.97861 2.81355  -0.12
H -0.46931 -0.47261 3.57169  -0.17
Te -1.48608 -1.74343 -3.07550  0.24
C -3.28125 -2.83396 -2.65135  -0.13
C -4.47600 -2.47324 -3.26262  -0.54
C -5.65882 -3.10814 -2.90944  -0.45
C -5.65552 -4.10457 -1.94552  -0.44
C -4.45967 -4.48128 -1.34834  -0.56
C -3.27575 -3.85311 -1.70478  -0.26
H -4.47663 -1.68597 -4.00616  0.37
H -6.58861 -2.80586 -3.37400  0.36
H -6.58202 -4.58401 -1.65643  0.37
H -4.45112 -5.26498 -0.59986  0.41
H -2.34307 -4.14649 -1.23739  0.62

The calculation puts the highest occupied orbital energy at -6.77 eV. For the LUMO energy, the calculation gives -0.03466 Eh. Its relative energy (zero: lowest compared OMol25 entry of this formula, charge and spin) is 0.00 kcal/mol.

(5)
# C4H13NO6

4 unconnected molecules or ions with the total composition C4H13NO6 at a distorted geometry (wB97M-V/def2-TZVPD, the OMol25 dataset).

Last column: Mulliken charge in e.
Atoms and positions in Å:
C -2.44390 0.02167 -0.02268  -1.42
C -1.22941 0.79340 0.54579  0.22
N -1.18437 1.05404 1.97217  -0.06
C -1.48095 0.07604 2.87179  -0.13
O -1.71604 -1.09218 2.63667  -0.49
C 0.07721 0.16640 0.02581  0.49
O 1.10908 0.79649 0.04985  -0.75
O -0.02619 -1.06184 -0.45509  -0.45
H -2.33609 -1.02833 0.30213  0.33
H -2.23275 -0.07897 -1.06844  0.42
H -3.36408 0.35646 0.42212  0.36
H -1.18368 1.73803 -0.00402  0.36
H -0.74187 1.90086 2.28129  0.27
H -1.37428 0.26917 3.95888  0.39
H 0.79904 -1.57689 -0.52259  0.43
O 0.91456 -3.47386 -0.15406  -0.59
H 0.75354 -4.02652 -0.91287  0.29
H 1.58753 -3.99681 0.30477  0.29
O 1.78381 2.38489 -2.10933  -0.67
H 1.71450 3.33086 -1.93515  0.29
H 1.84403 1.99972 -1.23021  0.38
O 3.11727 0.18173 -2.47804  -0.68
H 2.94255 1.06476 -2.84833  0.39
H 2.67048 0.20088 -1.63046  0.34

The calculation puts the highest occupied orbital energy at -9.95 eV. For the LUMO energy, the calculation gives 0.01487 Eh. Its relative energy (zero: lowest compared OMol25 entry of this formula, charge and spin) is 29.10 kcal/mol. Its SMILES is C[C@@H](NC=O)C(=O)O.O.O.O.

(6)
# C30H48P2SeTl

A molecular structure, C30H48P2SeTl at a distorted geometry (wB97M-V/def2-TZVPD, the OMol25 dataset).

Last column: Mulliken charge in e.
Atoms and positions in Å:
Tl 0.86230 0.47170 0.04636  0.65
C 3.00524 2.88801 -0.42649  0.24
C 1.84191 3.64653 -0.11198  0.46
C 2.77024 2.91626 1.86161  0.77
C 3.57485 2.43591 0.79634  0.77
C 1.70750 3.67521 1.30566  0.57
C 3.52252 2.57518 -1.77667  -1.50
H 2.84738 2.93125 -2.56249  0.34
H 3.66980 1.49355 -1.91598  0.32
H 4.50136 3.05301 -1.93327  0.34
C 4.75262 1.56151 0.94451  -1.29
H 5.31420 1.49839 0.00477  0.42
H 4.46891 0.53672 1.23767  0.03
H 5.42417 1.95352 1.72164  0.38
C 3.01154 2.64472 3.29282  -1.36
H 4.03452 2.93969 3.57351  0.34
H 2.90274 1.57263 3.52494  0.13
H 2.30853 3.20156 3.92401  0.44
C 0.63969 4.35077 2.07397  -1.55
H 1.02542 5.25559 2.56797  0.32
H 0.23940 3.69852 2.86308  0.32
H -0.19222 4.65303 1.42810  0.38
C 0.91838 4.28011 -1.07957  -1.62
H 1.14054 5.35281 -1.20164  0.29
H -0.12926 4.20616 -0.75384  0.35
H 0.99300 3.81939 -2.07307  0.35
C -2.57336 -2.84505 -3.36994  -0.31
C -2.18467 -1.89926 -4.24953  -0.48
C -3.13810 -1.04191 -5.02120  -0.94
C -4.40919 -0.56718 -4.25633  -0.95
C -4.23357 -0.24806 -2.79524  -0.19
C -4.58899 -1.09653 -1.81234  -0.44
C -4.77106 -2.58105 -1.97687  -0.72
C -3.99136 -3.27343 -3.13958  -1.40
H -3.48169 -1.60261 -5.90641  0.43
H -5.22106 -1.29650 -4.41615  0.28
H -2.61418 -0.15553 -5.41432  0.36
H -4.58965 -3.23650 -4.06321  0.37
H -1.82475 -3.49881 -2.89854  0.93
H -1.13302 -1.81945 -4.55651  0.61
H -3.93059 -4.34542 -2.87671  0.40
H -4.49300 -3.07770 -1.03156  0.32
H -4.82174 -0.70737 -0.81074  0.65
H -5.83881 -2.81622 -2.12826  0.45
H -4.75413 0.35547 -4.74875  0.41
H -3.95757 0.78660 -2.54796  0.45
P -0.15387 -1.16874 -1.61690  0.28
P -1.51191 0.18179 1.33848  0.62
C -1.75010 -1.68905 -0.85957  0.90
C -2.07455 -1.41919 0.62971  -1.30
H -1.85660 -2.77210 -1.04419  0.84
H -2.48475 -1.19030 -1.50139  -1.48
H -3.16967 -1.45978 0.75758  0.46
H -1.60455 -2.21983 1.22460  0.36
C -1.73346 -0.04143 3.12030  -1.21
H -1.66535 0.94352 3.60431  0.41
H -0.94607 -0.69612 3.51946  0.25
H -2.72737 -0.47311 3.30225  0.42
C -2.77112 1.41803 0.91553  -1.24
H -3.76375 1.03134 1.17687  0.40
H -2.74164 1.69124 -0.14791  0.19
H -2.56265 2.32281 1.50854  0.44
C 0.61990 -2.51088 -2.52720  -1.18
H 1.50513 -2.11285 -3.04412  0.37
H -0.05093 -2.95268 -3.26756  0.36
H 0.94790 -3.27797 -1.81171  0.38
C -0.56333 0.24364 -2.72685  -0.87
H -0.78123 1.16237 -2.15811  0.39
H -1.43068 0.02553 -3.35776  -0.35
H 0.31422 0.44392 -3.35817  0.45
Se 1.80461 -1.91688 2.20565  -0.10
C 2.95258 -2.21060 3.60872  0.23
C 2.70948 -3.27070 4.53315  -0.52
C 3.43252 -3.36746 5.71804  -0.49
C 4.47238 -2.45938 5.99387  -0.42
C 4.79874 -1.47629 5.04473  -0.57
C 4.07921 -1.36807 3.85414  0.06
H 1.90507 -3.97535 4.32000  0.39
H 3.19389 -4.15309 6.44021  0.36
H 5.02499 -2.51953 6.93779  0.38
H 5.63085 -0.79408 5.24005  0.39
H 4.34733 -0.61393 3.11567  0.28

As for the charge: +1. The calculation puts the highest occupied orbital energy (alpha / beta) at -9.15 / -9.23 eV. For the LUMO energy (alpha / beta), the calculation gives -0.11874 / -0.17226 Eh. Its relative energy (zero: lowest compared OMol25 entry of this formula, charge and spin) is 13.79 kcal/mol.

(7)
# C3H4N2OS

A single C3H4N2OS molecule at a distorted geometry (wB97M-V/def2-TZVPD, the OMol25 dataset).

Last column: Mulliken charge in e.
Atoms and positions in Å:
C -0.27203 1.58765 0.01702  -0.17
N 0.52667 0.64554 0.16839  -0.35
C 1.21575 -0.26952 -0.57764  0.29
S 2.44639 0.55801 -1.39015  -0.31
N 1.05537 -1.62675 -0.39606  -0.09
C 0.09261 -2.19965 0.34839  0.13
O 0.01929 -3.38821 0.43699  -0.50
H -0.36439 2.30379 0.86175  0.24
H -0.91543 1.89502 -0.85472  0.24
H 1.58489 -2.28567 -1.01833  0.27
H -0.52158 -1.37764 0.89757  0.25

The calculation puts the highest occupied orbital energy at -8.76 eV. For the LUMO energy, the calculation gives -0.00730 Eh. Its relative energy (zero: lowest compared OMol25 entry of this formula, charge and spin) is 41.34 kcal/mol. Its SMILES is C=NC(=S)NC=O.